DFT (ωB97M-V/def2-TZVPD) results for a structure of composition C5H13N3O.

Summary:
E_LUMO (Eh): 0.0302
HOMO level (eV): -8.027
Strongest force on any atom (eV Å⁻¹): 2.4
Energy relative to the best compared isomer or geometry (same formula, charge and spin) (kcal/mol): 110.1

```
! RIJCOSX wB97M-V def2-TZVPD def2/J DEFGRID3
* xyz 0 1
C 1.5043 0.7328 0.8852
C -0.7965 2.0665 -0.2717
N 0.3486 -0.0896 0.5172
C -0.9379 0.5854 0.0359
N 0.1489 -1.1447 1.4687
N -1.9904 0.0375 0.5774
H 0.2799 -0.7481 2.3984
H -0.8624 -1.3268 1.3981
H -2.8448 0.5353 0.3583
H 2.3029 0.0621 1.1956
H 1.2435 1.4154 1.6947
H 1.8449 1.2993 0.0243
H 0.0018 2.2471 -0.9915
H -1.7346 2.4182 -0.6999
H -0.5989 2.6376 0.6366
C 0.2015 -2.1689 -1.2358
C 0.5930 -0.7197 -1.2019
O 1.5218 -0.2018 -1.7809
H -0.6160 -0.0427 -1.2941
H 0.5251 -2.5660 -2.1964
H 0.7296 -2.7158 -0.4533
H -0.8645 -2.3130 -1.0648
*
```

***

DFT (ωB97M-V/def2-TZVPD) results for a structure of composition C2H4ClI.

Summary:
E_LUMO (Eh): -0.0532
HOMO level (eV): -9.141
Strongest force on any atom (eV Å⁻¹): 2.7
Energy relative to the best compared isomer or geometry (same formula, charge and spin) (kcal/mol): 28.2

```
! RIJCOSX wB97M-V def2-TZVPD def2/J DEFGRID3
* xyz 0 1
C 0.0067 -0.2656 0.8136
C 0.2343 -0.0671 -0.6203
Cl -0.6142 -1.1318 -1.6108
I -0.5694 2.5404 -0.9055
H 0.1151 -1.4614 0.9542
H -1.0524 -0.0010 1.1320
H 0.7014 0.3377 1.4174
H 1.1784 0.0487 -1.1806
*
```

***

DFT (ωB97M-V/def2-TZVPD) results for a cluster of 2 separate species, C10H13O2 in total.

Summary:
E_LUMO (Eh): 0.1113
HOMO level (eV): -3.642
Strongest force on any atom (eV Å⁻¹): 5.1
Energy relative to the best compared isomer or geometry (same formula, charge and spin) (kcal/mol): 49.3

```
! RIJCOSX wB97M-V def2-TZVPD def2/J DEFGRID3
* xyz -1 1
C -1.2925 2.5790 -2.0624
C -0.6990 2.6906 -0.5610
C -2.7289 1.9508 -2.2866
O -3.3525 2.1972 -1.2681
O -3.0682 1.4460 -3.4228
H -1.2989 3.4696 -2.5826
H -0.6106 2.0182 -2.7311
H 0.1930 3.2099 -0.4594
H -0.5758 1.7380 -0.2190
H -1.4926 3.2332 -0.0329
C 1.8226 0.3536 1.6037
C 0.7892 -2.6932 -0.3767
C 0.2680 -3.5382 0.5472
C 1.2013 -1.3723 -0.1759
C 1.3346 -0.9944 1.1628
C 0.2048 -3.0703 1.8890
C 0.5918 -1.7804 2.1902
H 0.7715 -2.9445 -1.4639
H 0.0745 -4.5637 0.3540
H 1.5022 -0.7780 -1.0196
H -0.2381 -3.7365 2.5275
H 2.0977 0.8328 0.6498
H 2.6742 0.3013 2.2161
H 0.6253 -1.2995 3.1518
H 1.2065 0.7507 2.3699
*
```

***

DFT (ωB97M-V/def2-TZVPD) results for a cluster of 9 separate species, C5H28N2O8 in total.

Summary:
E_LUMO (Eh): -0.2828
HOMO level (eV): -16.902
Strongest force on any atom (eV Å⁻¹): 2.7
Energy relative to the best compared isomer or geometry (same formula, charge and spin) (kcal/mol): 76.6

```
! RIJCOSX wB97M-V def2-TZVPD def2/J DEFGRID3
* xyz 2 1
C -0.2223 1.0586 2.6992
C -1.3359 1.5740 1.7503
C -2.1882 0.4469 1.1827
C -3.1258 -0.1028 1.9588
C -2.9956 -0.2219 -0.9892
N -2.1527 0.3467 -0.2434
N 0.9232 0.3571 2.0349
H -0.7193 0.5401 3.5111
H 0.2309 1.9703 3.0897
H -1.8606 2.4164 2.1971
H -0.7657 2.1250 0.9884
H -3.0459 0.1098 3.0076
H -3.8036 -0.7589 1.4320
H -3.9705 -0.6252 -0.7212
H -3.0327 -0.2096 -2.0736
H -1.2524 0.6532 -0.5931
H 0.6991 -0.1124 1.1478
H 1.2051 -0.4196 2.6352
H 1.6074 1.0950 1.8516
H -0.3080 -2.0529 -3.4976
H -1.1956 -0.9984 -4.0001
O -0.4978 -1.1189 -3.3396
H 2.3565 0.1702 -3.5580
H 2.1169 -1.4023 -3.6856
O 2.1867 -0.6515 -3.0920
H 1.2851 1.6189 -0.3319
H 2.5298 2.4195 -0.0964
O 1.6486 2.2745 0.2756
H -0.2418 -2.4136 0.3101
H -0.5002 -3.4856 1.4631
O -0.6126 -2.5732 1.1843
H 2.7346 -1.5519 1.0325
H 3.2608 -2.3390 2.2440
O 2.5359 -1.7747 1.9516
H 0.5669 -0.8638 -1.6113
H 0.9407 -1.7007 -0.4596
O 0.4600 -0.8803 -0.6328
H -1.0287 2.1018 -2.1813
H -1.0909 3.6363 -2.0240
O -1.5828 2.8687 -2.3314
H 2.8460 -0.8558 -1.2159
H 4.1603 -0.4720 -0.6504
O 3.2351 -0.1975 -0.6195
*
```

***

DFT (ωB97M-V/def2-TZVPD) results for an isolated molecule of C5H8O.

Summary:
E_LUMO (Eh): 0.0403
HOMO level (eV): -9.474
Strongest force on any atom (eV Å⁻¹): 0.5
Energy relative to the best compared isomer or geometry (same formula, charge and spin) (kcal/mol): 70.5

```
! RIJCOSX wB97M-V def2-TZVPD def2/J DEFGRID3
* xyz 0 1
C -1.7029 0.3190 0.1539
C -0.5015 -0.5501 -0.1596
C 0.7147 0.0203 -0.9423
C 1.2760 0.6797 0.3357
C 0.8044 -0.7402 0.6579
O 1.4471 -1.1991 -0.5871
H -1.4348 1.3536 0.3840
H -2.3283 0.3311 -0.7468
H -2.3184 -0.0762 0.9689
H -0.8203 -1.5325 -0.5217
H 0.8181 0.3937 -1.9660
H 0.7662 1.5315 0.7941
H 2.3629 0.7938 0.3281
H 0.9959 -1.3483 1.5438
*
```

***

DFT (ωB97M-V/def2-TZVPD) results for a structure of composition Cl3H2N3.

Summary:
E_LUMO (Eh): -0.0346
HOMO level (eV): -9.533
Strongest force on any atom (eV Å⁻¹): 3.0
Energy relative to the best compared isomer or geometry (same formula, charge and spin) (kcal/mol): 17.5

```
! RIJCOSX wB97M-V def2-TZVPD def2/J DEFGRID3
* xyz 0 1
N 0.5867 -1.0566 0.3854
N 0.3186 0.2386 0.5020
N -0.9335 0.4341 0.4343
Cl 1.4497 1.2307 -0.6820
Cl -1.7481 -0.1174 -1.1114
Cl -1.2833 2.0694 0.4821
H 0.0127 -1.5948 -0.3675
H 1.5972 -1.2040 0.3571
*
```

***

DFT (ωB97M-V/def2-TZVPD) results for a cluster of 13 separate species, C4H33NO14S in total.

Summary:
E_LUMO (Eh): 0.0024
HOMO level (eV): -9.056
Strongest force on any atom (eV Å⁻¹): 3.3
Energy relative to the best compared isomer or geometry (same formula, charge and spin) (kcal/mol): 31.8

```
! RIJCOSX wB97M-V def2-TZVPD def2/J DEFGRID3
* xyz 0 1
C -2.4116 0.9531 -0.5575
N -2.2613 -0.4847 -0.5240
C -2.7208 -1.1801 0.5289
O -2.8413 -0.5407 1.7747
O -2.8963 -2.3726 0.5771
C -2.7760 1.4860 -1.9172
C -1.6502 1.8775 -2.9066
S -0.2568 3.0404 -2.2837
H -1.4619 1.4045 -0.1354
H -3.3255 1.2321 -0.0331
H -2.2565 -1.0502 -1.4155
H -2.4258 0.3458 1.7582
H -3.2141 0.6609 -2.5309
H -3.4976 2.2657 -1.7986
H -0.8912 1.0295 -3.0332
H -2.0825 2.2464 -3.8835
H 0.7635 2.1420 -2.3018
H 1.0156 -2.2110 2.4025
H 2.4549 -1.8956 2.5489
O 1.6792 -1.7029 1.9208
H 3.3588 -0.7255 3.7658
H 3.2323 -1.7872 4.8031
O 3.5142 -1.6848 3.8874
H 1.2767 0.0737 2.6504
H 1.3308 1.0195 3.8378
O 1.8238 0.3280 3.3910
H 2.0517 -0.3293 -2.5148
H 2.5730 0.8194 -3.3213
O 2.0269 0.6490 -2.5548
H 2.3232 -2.7544 -0.9668
H 1.9627 -2.8165 0.6401
O 2.1192 -3.3290 -0.1939
H 2.2099 0.7433 -0.7428
H 1.9005 0.3807 0.7116
O 2.2707 1.0949 0.1646
H -0.5827 4.8704 0.4224
H -0.3856 4.5724 1.8455
O -1.0619 4.9190 1.2497
H -1.1910 -3.4244 -1.7311
H -2.0112 -3.0336 -2.9997
O -1.3396 -2.7027 -2.3943
H -0.4261 -4.4776 -0.1492
H 0.8170 -4.2383 -0.8421
O -0.0875 -4.5784 -1.0493
H 1.5460 -2.9752 -2.6488
H 0.5089 -1.8393 -2.5770
O 1.4461 -2.0532 -2.4433
H -1.9905 2.6847 1.3680
H -3.0812 2.5510 2.4802
O -2.4116 2.0789 1.9710
H 2.3535 2.4300 1.2576
H 2.7433 3.0809 2.6414
O 2.2358 3.2076 1.8516
*
```

***

DFT (ωB97M-V/def2-TZVPD) results for a cluster of 2 separate species, C26H40F9N3O8P2S in total.

Summary:
E_LUMO (Eh): -0.0889
Structure (SMILES): CCNN1C(=O)c2cc(CCCCC(F)(F)C(F)(F)S(F)(F)(F)(F)F)c([PH2]=O)c(CC(=O)N(C)C)c2C1=O.CCOP(=O)(OCC)OCC
HOMO level (eV): -8.601
Strongest force on any atom (eV Å⁻¹): 9.8
Energy relative to the best compared isomer or geometry (same formula, charge and spin) (kcal/mol): 513.1

```
! RIJCOSX wB97M-V def2-TZVPD def2/J DEFGRID3
* xyz 0 1
C -5.3014 6.5321 0.3878
C -5.2502 6.0758 -1.1907
N -4.3681 4.8800 -1.4778
N -3.0928 5.2448 -1.8915
C -2.5318 4.4785 -3.1081
O -3.1232 4.4354 -4.3334
C -1.1346 3.7713 -2.6253
C -0.1128 2.7125 -3.3475
C 1.2060 2.2048 -2.4530
C 2.2535 1.1305 -3.1418
C 2.4761 -0.2473 -2.2571
C 4.0437 -0.8116 -2.3149
C 4.2449 -2.2832 -1.6332
C 5.4204 -2.3225 -0.4436
F 6.5182 -1.4117 -0.8312
F 5.9546 -3.7350 -0.5085
C 4.6527 -1.9680 0.9510
F 3.6036 -0.8995 0.8296
F 3.8874 -3.2121 1.3392
S 5.7255 -1.5347 2.4101
F 4.3448 -0.7761 3.1706
F 6.2623 -0.0468 1.7536
F 7.0828 -2.4200 1.8608
F 5.2025 -3.0017 3.2075
F 6.6207 -1.1603 3.8326
C 1.4572 2.8085 -0.9170
P 2.9570 2.3525 0.1925
O 2.5613 1.9017 1.6663
C 0.3704 3.8830 -0.2462
C 0.5426 4.4824 1.3025
C -0.3876 3.4628 2.2473
O -1.0416 3.8572 3.3445
N -0.5065 2.0319 1.7641
C -1.8579 1.7292 1.1531
C -0.2926 1.0211 2.8696
C -0.9224 4.3841 -1.1201
C -2.1147 5.4476 -0.7561
O -2.0949 6.2773 0.2893
H -4.5586 7.4617 0.4836
H -6.3511 6.8870 0.7652
H -4.8472 5.7130 1.1262
H -4.8982 6.9950 -1.8300
H -6.3736 5.8529 -1.5126
H -4.8216 4.3880 -2.2823
H -0.3326 2.3287 -4.4365
H 3.2425 1.7106 -3.3876
H 1.7734 0.8533 -4.1991
H 1.8066 -1.0790 -2.7780
H 2.0664 -0.1277 -1.1661
H 4.2702 -0.9468 -3.4790
H 4.7028 0.0485 -1.8766
H 3.2244 -2.5716 -1.0900
H 4.4286 -3.1200 -2.4488
H 3.7625 3.5777 0.2889
H 3.8324 1.3531 -0.3634
H 0.1773 5.5950 1.3788
H 1.6520 4.4581 1.6820
H -2.5446 1.0308 1.8343
H -1.6444 1.0820 0.1789
H -2.4021 2.6988 0.7876
H 0.7507 1.1503 3.3966
H -1.2016 1.0574 3.6062
H -0.3085 -0.0544 2.3657
C 1.2745 -4.3154 0.2228
C 0.3828 -3.0883 0.2099
O -0.9296 -3.4002 -0.2216
P -1.8992 -4.2785 0.7937
O -2.2184 -3.0878 1.7307
O -3.3007 -4.1567 -0.0973
C -4.4521 -3.5313 0.4592
C -4.4728 -2.0438 0.1471
O -1.5426 -5.6088 -0.2531
C -1.3313 -6.8458 0.4122
C -2.5062 -7.2508 1.2805
H 0.9936 -4.9824 1.0422
H 2.3223 -4.0362 0.3650
H 1.1805 -4.8827 -0.7089
H 0.3554 -2.6164 1.1953
H 0.7897 -2.3556 -0.4955
H -4.5107 -3.7254 1.5365
H -5.3315 -4.0032 0.0113
H -3.5153 -1.5559 0.3531
H -5.2491 -1.5397 0.7318
H -4.6772 -1.8808 -0.9128
H -0.4220 -6.7793 1.0147
H -1.1656 -7.6061 -0.3567
H -2.6620 -6.5386 2.0994
H -2.3401 -8.2365 1.7222
H -3.4334 -7.2706 0.6994
*
```

***

The records above give, respectively, gap between HOMO and LUMO values of 0.3252; 0.2827; 0.2452; 0.3384; 0.3885; 0.3157; 0.3352; 0.2271 Eh.